--- 1 ---
Here is C6H8O2 as an isolated structure from the OMol25 dataset. Energies are from ωB97M-V with the def2-TZVPD basis set.

Its frontier orbital gap is 9.6 eV.

```
16
Properties=species:S:1:pos:R:3:nbo_charge:R:1
C -0.66937 1.66235 -0.06604 -0.267
H -1.21497 2.52506 0.08409 0.213
H 1.43097 2.32125 0.36041 0.226
O 0.10515 -1.83701 0.28795 -0.713
C -1.36768 0.28298 -0.15927 -0.003
H -3.51839 0.11583 0.22534 0.221
H 1.23024 0.50364 1.36274 0.175
H -2.60609 -1.37788 0.10002 0.199
O 2.42746 -0.28589 -0.28495 -0.683
H 0.21079 -0.82256 -1.24043 0.197
H -1.15592 -1.59645 0.78703 0.458
C 1.22265 0.19413 0.25451 0.054
C 0.64524 1.60268 0.12710 -0.126
C -0.09849 -0.58494 -0.27443 -0.002
C -2.51982 -0.36057 -0.12330 -0.440
H 2.08733 -1.46545 -0.25464 0.492
```



--- 2 ---
Here is a 2-piece molecular cluster, C6H8O2 overall from the OMol25 dataset. Energies are from ωB97M-V with the def2-TZVPD basis set.

Its frontier orbital gap (spin up / spin down) is 8.4 / 7.9 eV.

```
16
Properties=species:S:1:pos:R:3:nbo_charge:R:1
H 3.11791 -1.93170 -0.22350 0.225
C -3.07038 0.22199 -0.53609 -0.731
H 0.69538 1.69897 2.52616 0.169
C -1.60574 0.21294 -0.83261 0.776
C 1.50290 -0.95910 -0.70683 -0.122
H 3.05764 -0.87879 -1.92048 0.228
H -3.27375 -0.32741 0.36286 0.242
O -0.84789 -0.49493 0.11773 -0.499
H 2.49076 1.28747 2.19151 0.156
C 2.77002 -1.28006 -0.97022 -0.436
C 0.43104 -0.62717 -0.22360 0.322
O -1.06402 0.66335 -1.78517 -0.529
H -3.61647 -0.08243 -1.57613 0.268
H 1.35316 0.07190 1.79345 0.161
C 1.47880 1.07268 2.05583 -0.486
H -3.41934 1.35229 -0.27292 0.256
```



2 comes first in stability; the runner-up is 0.486 eV higher.



--- 1 ---
Here is a 2-piece molecular cluster, C5H13N3O2 overall from the OMol25 dataset. Energies are from ωB97M-V with the def2-TZVPD basis set.

Its frontier orbital gap is 8.4 eV.

```
23
Properties=species:S:1:pos:R:3:nbo_charge:R:1
H -1.27395 0.15377 -3.06785 0.416
N -1.94902 0.48459 -2.39983 -0.800
C -1.59466 0.54950 -1.10934 0.667
C 1.45219 -0.13352 3.41528 -0.728
H 1.55633 0.54130 -0.61632 0.307
H 0.84415 1.30027 -2.28156 0.187
H 2.26812 0.58013 3.54291 0.218
H 0.64901 -1.60051 -1.59426 0.236
N -0.36326 0.74732 -0.76755 -0.542
H 0.61872 0.47660 3.77068 0.217
H -0.03959 0.59674 0.22361 0.458
H -2.88297 0.50388 -2.74606 0.407
O 1.20870 0.45447 1.10590 -0.837
H 1.53401 -1.03713 4.00823 0.222
C 0.91587 0.53978 -1.49908 -0.268
H 0.81638 -0.66797 -3.21915 0.178
H -2.17738 0.11579 0.74867 0.418
C 1.13070 -0.80872 -2.17519 -0.635
N -2.52968 0.50947 -0.11560 -0.788
C 1.08518 -0.46758 1.98703 0.782
H 2.10454 -1.12356 -2.31945 0.230
O 0.57627 -1.57321 1.75276 -0.736
H -3.39301 0.02385 -0.30182 0.390
```



--- 2 ---
Here is one molecule with the formula C5H13N3O2 from the OMol25 dataset. Energies are from ωB97M-V with the def2-TZVPD basis set.

Its frontier orbital gap is 8.2 eV.

```
23
Properties=species:S:1:pos:R:3:nbo_charge:R:1
C -1.33260 -0.57378 0.07914 0.061
H -2.78925 -2.02982 -0.34672 0.227
O 1.86571 -0.51572 0.83379 -0.783
H 1.98779 2.12753 0.10853 0.241
H -2.05090 0.23263 -0.02622 0.196
C -0.17962 1.13314 -1.67438 -0.411
H 0.73883 1.55166 -2.08277 0.216
N 0.76976 -1.01438 -1.53364 -0.675
H 0.86152 -1.41855 1.93617 0.496
H -0.73828 1.90126 -1.14161 0.196
H 0.05434 -1.74790 -1.61241 0.372
H 1.60551 1.90042 1.82130 0.241
C -1.74417 -1.84591 -0.14502 -0.745
H -0.79767 0.54681 2.05633 0.380
H 1.50777 -1.37723 -0.92230 0.392
H 0.33891 2.42215 0.69987 0.205
N 0.14156 0.01442 -0.77654 -0.217
H -1.11870 -2.69596 0.09427 0.212
C 0.94770 0.31209 0.59117 0.620
O -0.07011 -1.26742 2.26397 -0.542
C 1.22183 1.79003 0.80677 -0.693
N -0.42945 -0.19546 1.46230 -0.217
H -0.79048 0.74999 -2.49199 0.226
```



1 comes first in stability; the runner-up is 4.764 eV higher.



--- 1 ---
Here is a 2-piece molecular cluster, C5H10O3 overall from the OMol25 dataset. Energies are from ωB97M-V with the def2-TZVPD basis set.

Its frontier orbital gap is 10.0 eV. As for the SMILES: C[C@@]1(O)CO1.CC=O.

```
18
Properties=species:S:1:pos:R:3:nbo_charge:R:1
O -2.63820 1.42624 0.26416 -0.541
H -0.53524 3.34929 1.33441 0.239
H 1.06186 -3.18251 0.16852 0.228
H 2.54052 -2.23201 -0.00009 0.223
H -1.23072 -0.48060 -1.17944 0.204
H 1.34658 -1.77962 1.23345 0.222
O 0.95155 -1.73209 -2.04722 -0.698
C -0.53827 -0.45862 -0.34672 -0.220
H 0.40327 1.89226 0.99308 0.245
C -1.51987 1.88606 0.11551 0.438
H -0.82222 -0.70032 0.66990 0.203
H -0.93097 1.81629 2.17854 0.226
H -1.24512 2.37653 -0.84436 0.111
H 0.69494 -1.03257 -2.66710 0.484
C 0.79579 -1.28933 -0.76859 0.530
C 1.47698 -2.18015 0.23082 -0.652
C -0.60029 2.26073 1.23835 -0.731
O 0.78942 0.06042 -0.57323 -0.513
```



--- 2 ---
Here is a 2-piece molecular cluster, C5H10O3 overall from the OMol25 dataset. Energies are from ωB97M-V with the def2-TZVPD basis set.

Its frontier orbital gap is 9.5 eV. As for the SMILES: C[C@]1(O)CO1.C=CO.

```
18
Properties=species:S:1:pos:R:3:nbo_charge:R:1
H -1.41551 0.66915 -1.00616 0.196
H 2.64560 0.02211 0.19016 0.227
H 0.09362 2.35470 1.76061 0.182
C 0.78943 0.32280 1.19822 0.483
H -1.03917 -1.46161 -0.10201 0.501
C 0.94328 1.76232 1.45330 -0.144
C -1.61902 -1.21556 -1.90303 0.169
C 1.64595 -0.40354 0.19202 -0.652
O -1.26328 -2.00970 -0.87347 -0.695
C -1.66448 0.10717 -1.89022 -0.568
H 1.20456 -0.31032 -0.79741 0.235
H -1.87132 -1.79714 -2.77925 0.175
H 1.70174 -1.45690 0.45703 0.228
O 1.36211 0.77305 2.37588 -0.490
O -0.46673 -0.25771 1.31582 -0.737
H -0.82733 -0.07087 2.19461 0.499
H -1.96399 0.66116 -2.75876 0.209
H 1.74453 2.31088 0.97264 0.182
```



2 comes first in stability; the runner-up is 0.557 eV higher.



--- 1 ---
Here is one molecule with the formula CH6P2S from the OMol25 dataset. Energies are from ωB97M-V with the def2-TZVPD basis set.

Its frontier orbital gap is 6.9 eV. As for the SMILES: C[PH2]=PS.

```
10
Properties=species:S:1:pos:R:3:nbo_charge:R:1
H -0.21068 0.62464 1.63378 -0.004
P -1.46221 -1.36352 -0.58305 -0.077
H -3.20300 0.22662 -2.34956 0.106
H 2.16891 -0.29125 -0.40423 0.238
P 0.06839 0.55078 0.23216 0.501
H 2.32442 -0.00344 1.36135 0.249
H 0.41122 1.96813 -0.04874 0.028
H 1.30827 -1.36683 0.65015 0.254
S -2.99515 -0.02665 -1.07417 -0.327
C 1.58984 -0.31850 0.58232 -0.967
```



--- 2 ---
Here is CH6P2S as an isolated structure from the OMol25 dataset. Energies are from ωB97M-V with the def2-TZVPD basis set.

Its frontier orbital gap is 7.4 eV.

```
10
Properties=species:S:1:pos:R:3:nbo_charge:R:1
P -1.41070 0.66056 -0.95803 0.227
S 0.82837 2.34671 -0.46757 -0.481
H -1.99059 1.22723 0.23855 0.006
H 0.16000 3.60591 -0.52591 0.151
P -0.76012 -1.23305 -0.63977 0.228
C 0.49108 -1.40635 0.82707 -0.870
H 0.81889 -0.32922 0.91716 0.253
H 0.19043 -1.96719 1.70624 0.235
H 0.42066 -0.89537 -1.41427 0.025
H 1.25197 -2.00924 0.31652 0.226
```



1 comes first in stability; the runner-up is 0.143 eV higher.



--- 1 ---
Here is C27H37N2O13P4Tl as an isolated structure from the OMol25 dataset. Energies are from ωB97M-V with the def2-TZVPD basis set.

Its frontier orbital gap is 7.4 eV. Its total charge is -2.

```
84
Properties=species:S:1:pos:R:3:mulliken_charge:R:1
C 3.22020 2.72610 0.52450 0.153
O -0.63768 -5.34081 3.45773 -0.889
H -4.09387 1.24887 -2.04003 0.347
C -0.75844 5.10434 -1.46944 -0.604
C 0.76882 3.42072 -0.65221 0.032
H 1.25520 4.22014 2.18005 0.358
H -3.94076 2.55330 -0.85939 0.330
H 1.00374 3.76700 -4.02913 0.410
C 2.67629 -2.00673 -1.72586 1.050
H 5.41633 5.24729 -0.08358 0.388
H 2.04225 -3.53448 -2.70756 0.420
H -1.66978 0.58232 -1.54893 0.069
C -1.98397 -5.39868 0.72690 0.459
H 5.01841 -2.64653 0.69644 0.349
H 3.49337 -0.64914 -3.17395 0.386
O 2.95110 -1.31046 0.98630 -0.680
H -4.91613 -3.04786 -0.11865 0.389
C 5.50362 1.97290 0.76832 -0.591
Tl 0.14862 -0.80971 1.73209 1.266
H -1.58287 1.86069 -0.36643 -0.906
H -4.87328 1.11018 0.94920 0.551
H -2.96506 2.57562 -2.32536 0.438
O 4.55258 -2.96171 -0.08659 -0.580
C 0.65870 3.94473 -3.01755 -0.732
C -3.91915 1.01148 1.47915 -0.627
C -0.98807 -4.53893 1.26529 -0.121
P 0.90369 -1.47960 -1.98862 0.669
H 0.87042 0.52448 -2.70462 0.302
C -4.38026 -2.29689 0.46613 -1.264
C -0.17689 -4.63442 2.52929 0.526
H -3.15307 0.47607 3.41153 0.254
H -1.12579 -3.32762 -1.53917 0.130
O -1.14740 3.96564 2.91944 -0.790
C 5.96828 3.24000 0.45065 -0.423
P -2.74055 -0.01351 0.49535 0.588
H -0.57733 4.55957 0.59175 0.316
C -4.11533 0.48679 2.89953 -1.284
C -2.19690 -4.90224 -0.54393 -0.895
C 1.19245 3.21596 -1.96867 -0.639
C -0.53509 2.97978 2.47687 0.062
C 0.97803 3.16433 2.18601 -0.957
C -0.21476 4.37895 -0.41343 -0.387
H -3.45151 1.99540 1.54574 0.253
H -2.85001 -5.25547 -1.32352 0.500
O -2.45346 -6.86486 2.55348 -0.581
C -0.32796 4.89301 -2.76962 -0.532
H 3.50437 -0.01274 -1.51576 0.191
O 0.22524 -2.66956 -2.60004 -1.147
C 3.69876 3.99812 0.20667 -0.394
H 1.62142 -3.76404 1.23361 0.441
C 4.13733 1.71318 0.80157 -0.561
O -0.98251 1.83221 2.22059 -0.349
H -5.06326 -1.92693 1.23367 0.352
H -0.76025 5.45649 -3.58785 0.312
H -3.27744 -1.56308 -1.24150 0.294
P 1.42979 2.29285 0.63594 1.245
H 3.78076 0.71178 1.02490 0.443
O 0.91934 -4.02270 2.53838 -0.712
H 1.96588 2.47866 -2.16728 0.711
N -0.67404 -3.59231 0.40106 0.004
H 1.53528 2.66573 2.98448 0.526
O 2.92184 -3.15624 -2.53627 -0.705
H 2.99536 4.79218 -0.01828 0.371
H -3.55477 -2.79965 0.97264 0.205
C 3.65379 -0.90492 -2.12800 -1.750
O -3.50909 -7.19207 0.63128 -0.683
P 3.01740 -2.44594 0.03072 0.488
H 7.03324 3.43851 0.41598 0.352
H 4.67736 -1.25563 -1.99376 0.480
C -2.27114 1.16008 -0.84248 1.245
H 6.20301 1.17253 0.97917 0.403
O 0.36377 -0.81213 -0.76714 0.052
H -4.71194 -0.61260 -0.85570 0.474
C -3.87071 -1.15810 -0.41516 -0.664
C -3.38370 1.92250 -1.55485 -1.612
H -1.53129 5.83600 -1.26560 0.404
H -1.74503 -6.23838 2.95657 0.475
N -1.41519 -3.82230 -0.68505 0.421
C 5.06068 4.25467 0.16804 -0.660
H -4.78658 1.13810 3.46539 0.395
H -4.53000 -0.52322 2.91792 0.269
C -2.70744 -6.56046 1.29441 0.409
O 2.19184 -3.70775 0.36654 -0.556
O 0.99119 -0.32883 -3.14031 -0.685
```



--- 2 ---
Here is C27H37N2O13P4Tl as an isolated structure from the OMol25 dataset. Energies are from ωB97M-V with the def2-TZVPD basis set.

Its frontier orbital gap is 7.3 eV. Its total charge is -2.

```
84
Properties=species:S:1:pos:R:3:mulliken_charge:R:1
C 1.73981 -3.58224 -0.61345 -0.343
H -2.12559 -2.18720 5.37986 0.311
H 1.15643 -5.30075 -1.76249 0.352
O -4.19032 -0.11539 -4.79871 -0.636
O -2.95565 3.90649 4.90115 -0.501
H -4.57221 -1.01127 -4.75931 0.461
H 1.55315 -1.63858 -3.93674 0.339
O -3.53953 0.70143 0.23365 -0.509
C -2.77356 -1.68991 4.65525 -1.501
H -1.52515 -3.57141 -0.20374 0.011
H 4.05058 1.39282 -0.76429 0.576
O -1.57310 1.53646 -2.35706 -0.613
Tl -0.84990 -0.31308 -0.44949 1.537
H -4.02477 1.41391 -1.21968 0.435
H -2.66857 -3.90385 2.64569 0.457
H 1.03886 -4.03948 -3.89044 0.328
H -2.30339 3.22354 5.09734 0.384
C 3.72208 1.76027 -5.34712 -0.508
H -1.65917 0.38220 -5.49807 0.388
C -2.21374 3.03953 2.80593 0.085
H 5.41657 1.10408 -6.48997 0.352
C 2.01419 -2.22039 -0.63478 0.001
O -4.03904 4.57358 3.08835 -0.563
O -3.03302 2.45528 -4.26207 -0.576
H 2.08033 2.16884 -4.01305 0.377
O -1.96988 -2.05845 -2.22035 -0.216
H -0.89601 -0.39110 -4.08583 0.253
H 0.80227 -4.67122 2.40832 0.183
H -0.96188 -4.79518 0.94727 0.217
C -0.83629 3.07561 2.95849 -0.721
C -1.76251 -0.40369 -4.74665 -1.751
C -2.28498 -3.29287 1.82461 -0.841
H -1.29320 -0.28811 3.91168 0.374
H -2.61858 -4.84115 0.33259 0.414
H -3.09736 -2.64307 1.48223 0.376
N -1.28260 1.56686 1.41578 0.127
C 5.12488 -0.08722 -4.72253 -0.664
H 4.58562 -1.11148 -2.91773 0.310
H -2.64881 3.28842 -3.95572 0.345
C 3.24678 0.51810 -3.31888 -0.163
C 1.62585 -2.18240 -3.00155 -0.338
C 3.44670 0.52364 -0.49529 -1.110
C 1.97293 -1.50393 -1.83300 0.158
C 2.85710 0.83373 0.91024 0.300
H 5.97223 -0.73211 -4.92394 0.371
O 1.64289 1.21407 0.92153 -0.745
H 2.24234 -1.70828 0.29609 0.081
H 0.18792 -2.53873 4.53440 0.420
H 3.46841 2.55748 -6.03567 0.378
H 1.60701 -4.51768 3.97281 0.442
O -4.13753 1.71101 -2.17226 -0.549
O -4.70676 1.49361 1.99960 -0.759
H 0.65749 1.86359 1.88921 0.327
C -0.13314 -3.21725 3.73848 -0.823
C 1.40015 -4.24483 -1.78368 -0.505
C -1.81675 -4.17458 0.65997 -0.811
C 1.08947 -3.96067 3.18720 -1.080
C 1.33964 -3.53907 -2.97789 -0.639
H -1.81109 -1.37504 -5.24317 0.380
C -1.97362 -1.05055 3.52105 -0.086
P -3.28899 -1.71796 -2.85245 0.401
C -3.17182 3.89260 3.54591 0.478
H 1.79884 -3.25622 2.74624 0.205
C -3.70178 1.38879 1.30410 0.004
H -0.85022 -3.92088 4.17026 0.453
O 3.60953 0.66197 1.87776 -0.786
C 4.34806 -0.29679 -3.59332 -0.063
H -4.02398 -0.85223 -0.94118 0.420
O -4.37692 -1.30168 -1.72922 -0.587
H 1.77121 -4.11996 0.32753 0.287
C 2.94590 1.54488 -4.21110 -0.306
H 4.10722 -0.34014 -0.43905 0.407
P 2.16416 0.33166 -1.81970 0.691
P -2.88148 1.38924 -3.05490 0.353
C -3.05295 -0.19519 -3.93617 1.279
O -3.98076 -2.63754 -3.80552 -0.877
C 4.81267 0.94424 -5.60422 -0.389
H -2.65420 -0.53434 2.84198 -0.180
C -2.43941 2.06130 1.80904 0.170
H -3.34803 -0.92670 5.18619 0.435
N -0.31718 2.18595 2.10253 0.036
P -0.95595 -2.16312 2.44779 0.451
H -0.21740 3.70494 3.58049 0.522
H -3.48466 -2.42478 4.27183 0.293
```



1 comes first in stability; the runner-up is 1.369 eV higher.



--- 1 ---
Here is a 2-piece molecular cluster, C4H14NOS overall from the OMol25 dataset. Energies are from ωB97M-V with the def2-TZVPD basis set.

Its frontier orbital gap is 9.1 eV. Its total charge is +1.

```
21
Properties=species:S:1:pos:R:3:nbo_charge:R:1
H 0.41541 0.36125 -1.12589 0.252
H -0.68451 -1.77473 -1.86369 0.444
H 0.07670 -2.60563 -0.76714 0.431
O -2.39462 -0.43695 -1.74495 -0.985
H 1.79764 -1.63463 0.85042 0.229
H -0.79397 3.34630 1.53918 0.254
S -0.88894 0.89484 1.25045 0.182
C 0.84069 -0.61024 -0.91861 -0.236
C -0.19034 2.55958 1.09337 -0.752
H 2.46304 -0.20797 0.39589 0.245
C 1.46863 -0.65861 0.47993 -0.454
H 0.76290 2.70718 1.60862 0.233
H -3.17350 0.07189 -1.49794 0.505
H 1.68331 -0.84997 -1.56055 0.236
H -2.52595 -0.64029 -2.67630 0.483
H 0.34419 -0.84827 2.27941 0.233
H 0.05510 2.74431 0.04990 0.216
N -0.23199 -1.65185 -0.96905 -0.667
H 1.27161 0.60346 2.23092 0.247
C 0.62699 -0.02187 1.62472 -0.561
H -0.92239 -1.34778 -0.27868 0.464
```



--- 2 ---
Here is a 2-piece molecular cluster, C4H14NOS overall from the OMol25 dataset. Energies are from ωB97M-V with the def2-TZVPD basis set.

Its frontier orbital gap is 9.5 eV. Its total charge is +1.

```
21
Properties=species:S:1:pos:R:3:nbo_charge:R:1
H 1.16236 1.06002 0.96376 0.453
H -1.34975 -1.54269 0.16847 0.223
C -0.57009 -2.27854 0.33962 -0.712
N 1.12710 1.88146 0.32899 -0.714
H -0.73645 -2.86348 1.23394 0.245
C 1.28980 -0.71171 -1.03907 -0.551
H -0.65281 -0.18135 -1.69663 0.242
H 1.96713 2.01830 -0.21996 0.442
H -3.00217 0.12008 2.41725 0.493
H -0.45720 -2.92687 -0.52103 0.234
H -0.53486 2.33405 -0.95255 0.231
H -1.52128 -0.33639 2.51653 0.477
H 0.62051 0.79798 -2.50987 0.239
C -0.10152 1.43203 -0.52795 -0.222
H 2.30948 -0.32181 -0.98096 0.219
H 1.32076 -1.53074 -1.75047 0.251
O -2.11775 0.27315 2.08990 -0.966
H -0.79212 1.05667 0.22682 0.254
H 0.76108 2.66957 0.85372 0.447
C 0.28005 0.37090 -1.57284 -0.445
S 0.99772 -1.32063 0.63234 0.160
```



2 comes first in stability; the runner-up is 0.195 eV higher.